ORCA calculation (wB97M-V/def2-TZVPD) on C46H45As2LiOPS as an isolated structure at a distorted geometry.

- E_LUMO (hartree) = -0.07047
- M (g/mol) = 833.69
- charge = +1
- gap between HOMO and LUMO (eV) = 9.0
- highest occupied orbital energy (eV) = -10.88
- electronic energy (eV) = -192481.3866
- energy above the lowest of the compared OMol25 structures with the same formula, charge and spin (kJ/mol) = 74.4
- spin multiplicity = 1

Atoms and positions in Å:
1 Li 0.6080 -0.5635 0.1393
2 C -0.9686 -0.9210 3.2275
3 C -0.7982 -2.2090 2.4214
4 As -1.6646 -1.8716 0.6890
5 C -1.6537 -3.4778 -0.4362
6 C -1.0422 -4.7089 -0.2590
7 C -1.1947 -5.7123 -1.2063
8 C -1.9834 -5.5077 -2.3249
9 C -2.6206 -4.2892 -2.5022
10 C -2.4415 -3.2857 -1.5719
11 C -3.4735 -2.2571 1.3722
12 C -4.5418 -1.3726 1.3153
13 C -5.7607 -1.7077 1.8840
14 C -5.9331 -2.9403 2.4866
15 C -4.8896 -3.8510 2.5010
16 C -3.6711 -3.5061 1.9524
17 As 0.1461 0.5057 2.4361
18 C 0.5785 1.4674 4.0809
19 C 1.9195 1.6669 4.3869
20 C 2.2851 2.3945 5.5054
21 C 1.3038 2.9063 6.3376
22 C -0.0359 2.6834 6.0580
23 C -0.3998 1.9744 4.9279
24 C -1.1012 1.8405 1.7533
25 C -2.3948 1.5783 1.3312
26 C -3.1795 2.5750 0.7737
27 C -2.6718 3.8547 0.6294
28 C -1.3778 4.1328 1.0447
29 C -0.6001 3.1313 1.5938
30 H -0.6392 -1.0738 4.2650
31 H -2.0270 -0.6312 3.2611
32 H -1.2348 -3.0677 2.9496
33 H 0.2683 -2.4044 2.2894
34 H -0.4525 -4.9026 0.6282
35 H -0.7007 -6.6631 -1.0611
36 H -2.1152 -6.2941 -3.0526
37 H -3.2559 -4.1173 -3.3576
38 H -2.9368 -2.3206 -1.6957
39 H -4.4366 -0.4165 0.8157
40 H -6.5778 -1.0027 1.8499
41 H -6.8804 -3.1977 2.9348
42 H -5.0251 -4.8309 2.9343
43 H -2.8602 -4.2283 1.9610
44 H 2.6677 1.2358 3.7240
45 H 3.3295 2.5652 5.7211
46 H 1.5848 3.4769 7.2095
47 H -0.7944 3.0707 6.7223
48 H -1.4474 1.8134 4.6929
49 H -2.8025 0.5804 1.4562
50 H -4.1909 2.3556 0.4588
51 H -3.2836 4.6372 0.2061
52 H -0.9773 5.1318 0.9474
53 H 0.4122 3.3433 1.9320
54 C 1.8696 3.2820 -1.1387
55 P 1.5336 1.4704 -1.0974
56 C 1.4546 1.1799 -2.9077
57 C 3.2184 0.9199 -0.6648
58 C 4.0244 0.1449 -1.4893
59 C 5.2754 -0.2616 -1.0553
60 C 5.7347 0.0961 0.2009
61 C 4.9336 0.8626 1.0341
62 C 3.6769 1.2534 0.6085
63 H 2.1678 3.6384 -0.1564
64 H 0.9689 3.8094 -1.4459
65 H 2.6741 3.4856 -1.8471
66 H 2.3114 1.6121 -3.4247
67 H 0.5451 1.6609 -3.2671
68 H 1.3864 0.1137 -3.1163
69 H 3.6820 -0.1579 -2.4690
70 H 5.8846 -0.8750 -1.7032
71 H 6.7144 -0.2173 0.5287
72 H 5.2917 1.1418 2.0156
73 H 3.0337 1.8212 1.2738
74 O 1.9071 -1.6029 0.5362
75 S 3.1775 -1.8668 1.2867
76 C 4.1244 -2.9243 0.1859
77 C 5.4033 -3.2915 0.5609
78 C 6.1346 -4.1152 -0.2742
79 C 5.5885 -4.5529 -1.4698
80 C 4.3115 -4.1660 -1.8389
81 C 3.5682 -3.3517 -1.0024
82 C 2.7640 -3.2353 2.3994
83 C 1.9267 -4.2354 1.9364
84 C 1.5103 -5.2238 2.8075
85 C 1.9579 -5.2169 4.1187
86 C 2.8387 -4.2420 4.5580
87 C 3.2453 -3.2339 3.6974
88 H 5.8113 -2.9392 1.4951
89 H 7.1261 -4.4224 0.0124
90 H 6.1723 -5.1883 -2.1150
91 H 3.9009 -4.4912 -2.7805
92 H 2.5646 -3.0406 -1.2560
93 H 1.5991 -4.2201 0.9060
94 H 0.8341 -5.9927 2.4664
95 H 1.6220 -5.9852 4.7956
96 H 3.1937 -4.2622 5.5755
97 H 3.9258 -2.4619 4.0286

Cartesian forces (eV/Å) of the 3 atoms listed first:
Li -0.35 0.65 -0.19
C -0.38 -0.10 0.11
C 0.25 -0.37 0.23